(1)
Entry from OMol25: a structure of composition C50H60BaFN7O3S in a non-equilibrium geometry (wB97M-V/def2-TZVPD).

F_max ... 7.55 eV/Å
Highest occupied orbital energy ... 0.5 eV
Electronic energy ... -83644.66366 eV
Charge ... -2
Frontier orbital gap ... 2.80 eV
Energy above the lowest of the compared OMol25 structures with the same formula, charge and spin ... 324.57 kJ/mol

Cartesian coordinates (Å):
C: 3.229 2.791 -3.648
H: 4.087 3.004 -4.272
C: 1.761 2.899 0.946
C: 2.503 4.079 1.157
C: 4.740 1.655 1.592
H: -2.710 0.170 0.553
C: 4.902 1.543 3.980
H: 4.535 0.792 -4.638
C: -1.084 1.717 4.585
C: -3.152 1.457 -2.349
C: -3.153 -3.020 -4.864
H: 2.814 -6.549 3.713
H: -3.880 1.760 -3.111
C: -2.475 -0.674 -3.556
C: 4.153 1.392 2.822
C: -1.940 2.803 4.567
C: 2.996 -4.753 2.502
H: -2.764 2.365 -1.868
C: 2.348 -3.782 1.764
N: 0.444 2.846 1.183
C: -2.149 -5.807 2.067
H: 4.442 1.334 4.940
N: 1.132 2.085 -2.065
C: 1.360 3.349 -2.329
H: 0.338 -6.405 3.725
H: -0.457 0.890 -4.467
H: 6.442 2.586 5.979
H: -1.333 0.377 -2.169
C: 0.924 -3.813 1.547
H: 3.120 1.072 2.874
H: 2.430 -1.975 0.735
H: 3.562 4.114 0.941
H: 4.582 -1.150 1.604
C: -2.780 2.120 2.426
H: -2.808 -5.453 -2.459
C: -1.279 1.470 -4.030
C: 0.473 5.143 1.875
H: -3.453 2.296 1.589
H: 3.198 -3.702 -0.829
C: -0.175 3.942 1.637
C: 2.299 -5.771 3.159
C: -2.019 0.638 -2.973
H: -3.671 0.868 -1.590
C: 3.999 0.466 -3.749
C: -3.780 -1.838 -5.251
H: 4.083 -4.721 2.571
C: -0.549 -4.572 -4.937
N: 2.297 1.668 0.518
H: -2.943 -3.337 3.032
Ba: 0.787 0.122 -0.289
C: -0.734 -3.563 -0.055
H: -1.619 -6.763 2.077
C: 1.840 5.199 1.626
C: -2.794 3.003 3.501
O: 3.953 0.163 -0.416
H: -1.358 -2.547 2.990
H: 4.407 -2.406 -0.674
N: -1.285 -1.918 -1.853
H: -0.085 3.880 -1.069
C: 1.953 1.128 -2.567
C: -2.234 -3.077 -3.821
C: -1.077 0.820 3.526
H: 0.038 -3.680 -5.173
H: 2.394 6.114 1.803
H: -2.258 -3.751 -1.383
C: 6.057 2.073 1.521
H: 7.828 2.546 2.633
C: 6.795 2.217 2.688
H: -2.107 -3.095 1.488
C: -1.962 -3.340 2.540
H: 4.654 -3.964 0.152
C: 4.127 -2.030 2.063
O: 1.763 -0.073 -2.339
H: -1.582 -0.950 1.462
N: 3.013 1.497 -3.393
H: 0.849 5.169 -1.647
H: -2.898 -5.824 -4.190
H: -1.560 -6.460 -3.213
H: -0.426 1.575 5.437
H: -4.516 -1.820 -6.048
C: -2.213 -5.592 -3.364
H: 7.342 1.130 5.574
F: -1.959 3.681 5.638
H: -3.469 3.857 3.514
H: -3.363 -3.931 -5.424
C: -1.300 -4.701 2.719
H: 7.930 2.702 5.028
H: -1.959 1.750 -4.841
N: 0.400 -3.038 0.575
H: 0.142 -5.413 -4.792
H: 4.685 0.314 -2.917
C: -1.426 -3.098 -1.106
H: -1.236 3.821 1.832
C: -1.962 -1.906 -3.012
H: -0.394 -0.023 3.554
H: -1.179 -4.798 -5.804
C: 0.201 -4.744 2.397
C: -1.926 0.963 2.373
H: -0.870 2.391 -3.599
C: 0.913 -5.699 3.125
H: 4.938 -2.711 2.345
H: -1.335 -4.908 3.793
C: 3.158 -2.706 1.090
H: -0.072 5.993 2.265
H: -1.073 -4.540 0.276
C: -1.393 -4.340 -3.676
H: -3.092 -5.931 2.616
C: 3.903 -3.224 -0.145
O: 4.301 2.562 -0.782
C: -3.373 -0.667 -4.606
H: 6.496 2.290 0.554
H: -3.778 0.288 -4.942
C: -1.906 0.074 1.286
N: 0.491 4.244 -1.821
H: -0.699 -4.187 -2.853
C: 6.227 1.957 3.929
H: 2.615 4.803 -3.400
S: 3.800 1.513 0.092
C: 7.031 2.106 5.196
H: -2.400 -5.564 1.033
C: 2.429 3.764 -3.176
H: 3.482 -0.466 -3.946
H: 3.612 -1.728 2.981


(2)
Entry from OMol25: a cluster of 11 separate species, C50H60N3O33P in total in a non-equilibrium geometry (wB97M-V/def2-TZVPD).

F_max ... 4.77 eV/Å
Highest occupied orbital energy ... -0.2 eV
Electronic energy ... -134133.57079 eV
Charge ... -2
Frontier orbital gap ... 0.93 eV
Energy above the lowest of the compared OMol25 structures with the same formula, charge and spin ... 1503.89 kJ/mol

Cartesian coordinates (Å):
H: 4.494 -6.495 -3.227
O: -6.898 -8.801 3.848
C: 0.070 8.681 -3.281
C: 8.647 1.297 1.908
O: 8.874 9.412 -1.189
C: -2.393 5.649 8.303
H: -3.456 -0.207 -1.522
H: -2.040 4.987 9.094
C: -8.472 -6.965 4.045
H: 1.123 10.724 -4.004
H: -9.188 -6.407 -4.275
H: -1.014 -1.210 -0.841
C: -10.672 -0.844 -2.083
C: -2.825 0.642 -1.261
H: -1.009 2.634 -2.292
H: -1.090 0.232 -2.668
O: 6.130 5.946 -3.092
O: 4.965 0.778 6.575
O: -5.426 -4.538 2.613
C: -4.599 -6.332 -4.500
O: -7.679 -7.218 -2.722
H: -10.828 -0.287 -4.136
H: -11.260 -0.418 -1.271
C: 7.504 -1.423 1.886
H: 11.265 8.751 -1.854
H: -8.261 2.301 -4.286
C: -0.539 1.979 -1.559
H: -9.012 -8.652 4.326
C: -7.394 -6.271 -4.920
C: -5.058 -5.891 -5.877
O: 11.129 8.143 -2.585
C: 9.221 0.282 2.845
H: 0.634 3.519 0.950
H: 6.884 -0.009 8.176
C: 6.564 -5.000 -5.180
O: -0.503 2.479 -0.250
C: -1.264 0.653 -1.678
H: -5.103 -7.024 3.072
H: 10.648 5.703 -3.468
O: 10.178 0.475 3.601
H: 3.640 -2.114 4.612
O: -4.496 -5.597 -7.000
C: 4.425 -1.549 6.220
C: -6.933 -6.748 -3.606
C: 1.768 10.382 -3.195
C: 6.263 -2.019 8.352
H: -3.225 1.448 -1.876
C: 5.507 -3.226 7.801
H: 0.691 8.025 -3.891
H: 0.831 4.004 -0.735
C: 7.323 6.518 -2.732
H: 6.118 -2.613 1.602
H: 7.082 -3.123 9.711
O: -0.465 -5.677 0.529
O: 5.309 -6.413 -3.728
H: 0.468 1.795 -1.933
H: 2.296 11.190 -2.689
O: -3.322 -6.022 -4.218
H: -2.965 0.886 -0.208
O: 0.023 8.995 -0.524
O: 9.189 2.550 1.961
O: 5.801 -0.354 0.367
H: -9.768 -5.337 3.963
H: 1.616 10.298 -0.663
C: -1.404 4.296 6.412
H: 6.260 5.051 -3.412
C: 5.179 -0.387 6.781
H: 1.460 2.424 -0.180
H: 3.408 -4.799 -3.940
H: -3.322 6.170 8.538
H: -0.823 4.910 5.724
H: -0.518 7.987 -2.680
O: 8.216 4.680 -3.969
H: -9.673 -1.015 -1.681
C: 8.438 5.700 -3.309
C: -3.392 5.477 6.122
H: -4.664 -5.018 2.281
C: 6.798 -0.286 1.144
C: -6.558 -5.825 -5.897
C: 6.201 -0.782 7.857
C: -8.746 -5.640 3.794
C: 9.788 6.266 -3.136
H: 6.626 8.295 -1.878
H: -0.651 9.257 -3.861
H: 8.924 -1.885 3.334
O: -8.704 -6.263 -5.091
C: 0.794 9.741 -1.140
C: -7.101 -7.592 3.826
O: 7.265 -2.295 9.260
H: 0.448 -0.576 -1.093
O: -11.378 -2.000 -2.488
H: 9.639 2.573 2.809
H: -1.714 3.540 5.691
O: 3.680 -1.309 5.134
C: 4.250 -4.407 -4.491
C: -5.457 -6.770 -3.489
C: 0.657 3.153 -0.077
H: 2.545 9.762 -3.643
C: 4.617 -2.818 6.667
P: 0.807 -6.092 1.227
C: -6.397 -5.348 3.131
H: -6.966 -5.539 -6.856
C: -7.751 -4.722 3.336
H: 4.819 -1.190 -6.363
H: 7.002 1.705 0.550
C: 8.804 8.347 -1.905
O: 1.529 -7.174 0.336
C: -6.098 -6.672 3.302
N: -2.484 5.105 6.954
H: 4.094 -3.577 6.104
H: -1.538 6.322 8.231
O: 7.470 -5.787 -5.472
H: -11.315 1.057 -3.182
C: 6.617 -3.716 -5.819
H: -11.006 -3.372 -1.103
C: -10.635 0.205 -3.182
N: 0.934 9.551 -2.429
O: 0.652 -6.627 2.721
C: -11.857 -2.762 -1.404
C: 7.496 7.711 -2.141
O: -4.258 6.307 6.325
N: -0.499 -0.341 -0.833
H: -12.027 -2.173 -0.503
O: -9.379 -7.795 4.559
O: 3.187 -2.484 -5.410
C: 8.518 -1.063 2.763
O: -8.046 -3.555 3.128
H: -0.680 3.884 7.115
H: -0.384 0.019 0.104
O: 1.803 -4.899 1.381
C: 7.535 0.986 1.153
C: 5.509 -2.923 -5.943
C: 9.891 7.536 -2.502
H: -12.661 -3.481 -1.561
O: 5.580 -1.723 -6.604
C: -9.007 1.520 -4.435
H: 7.488 -3.422 -6.385
C: 5.326 -5.225 -4.434
O: 7.023 -2.691 1.914
O: -9.296 0.751 -3.257
O: 5.527 -4.297 8.332
H: -3.230 -5.922 -3.267
H: -5.042 -7.078 -2.541
H: -9.805 1.859 -5.095
H: -3.328 5.088 5.094
C: 4.174 -3.183 -5.322
H: -8.704 0.687 -5.070


(3)
Entry from OMol25: a cluster of 2 separate species, C50H60N4O4S2 in total in a non-equilibrium geometry (wB97M-V/def2-TZVPD).

F_max ... 3.94 eV/Å
Highest occupied orbital energy ... -5.8 eV
Electronic energy ... -88640.42407 eV
Frontier orbital gap ... 5.79 eV
Energy above the lowest of the compared OMol25 structures with the same formula, charge and spin ... 4.60 kJ/mol

Cartesian coordinates (Å):
H: 5.119 -0.972 7.919
H: 3.200 -4.132 -0.956
H: 1.678 1.766 6.095
O: 2.387 -1.264 10.292
H: -1.093 1.780 1.016
C: 2.729 3.108 -0.441
H: -2.930 2.430 2.581
N: 0.620 6.043 4.934
H: 1.469 -0.474 4.558
C: 2.250 -3.790 -0.545
C: -2.777 -3.808 1.753
H: 1.801 6.167 3.197
H: -0.465 1.485 9.058
S: 3.060 1.040 7.970
C: 4.267 0.511 9.176
C: -4.779 -0.461 -0.319
C: -2.769 2.957 1.639
C: -1.353 -1.303 9.490
H: -2.947 -3.250 2.675
H: -1.650 -0.650 10.292
H: -2.013 -1.343 3.642
H: 1.640 -4.673 -0.339
H: -0.861 -0.407 4.598
H: 3.906 2.824 2.097
N: 1.251 -0.439 1.108
C: 2.841 2.603 2.023
N: 0.187 -0.434 0.315
C: -0.233 4.974 6.963
O: 3.375 2.516 7.828
H: 1.445 -2.302 7.930
C: -1.870 -2.906 7.799
C: -2.080 2.062 0.608
H: -1.333 2.172 -1.433
O: 2.975 0.150 6.750
H: 2.554 -4.656 2.084
H: 5.197 1.208 12.328
C: 6.076 -0.288 11.080
C: -1.833 -3.739 -0.587
H: 4.131 -4.121 1.504
C: -2.837 -1.664 0.427
O: 0.444 0.312 11.156
C: -0.531 -3.001 7.478
H: -2.779 -4.065 -1.021
C: -2.283 -2.061 8.809
C: -2.082 -2.949 0.697
C: -0.023 -1.389 9.155
H: -2.186 -4.692 2.001
C: 5.155 -0.497 8.886
H: -3.330 -1.986 9.057
H: 5.117 1.640 -0.179
C: -2.198 -0.443 0.660
H: -0.719 5.894 7.229
H: 1.436 1.782 0.628
C: 0.507 4.917 5.780
C: 1.800 -0.496 3.542
C: 4.582 0.718 -0.031
H: 1.758 3.675 4.571
C: -0.266 3.905 7.820
H: 2.547 2.707 -1.440
H: -5.792 -0.467 -0.689
C: 1.110 2.653 6.313
H: -1.232 3.701 -0.554
C: 6.065 -0.900 9.843
H: 2.063 3.962 -0.300
H: -4.633 -2.592 -0.235
H: -2.177 3.849 1.851
H: -3.742 3.284 1.271
C: 1.173 3.730 5.471
C: 0.915 -0.457 2.492
H: 2.854 -0.528 3.364
S: 1.177 -0.398 10.040
C: 2.478 -2.957 0.716
H: 3.586 1.930 10.598
C: 0.394 -2.239 8.159
H: 6.762 -1.694 9.629
H: 6.769 -0.614 11.836
C: 2.510 2.046 0.639
C: 4.555 -1.683 -0.013
H: 2.597 1.889 2.811
C: 5.192 0.734 11.360
C: 1.881 6.357 4.264
C: 3.146 -3.776 1.823
H: -3.747 -4.149 1.390
C: -4.132 0.742 -0.102
C: 4.290 1.138 10.399
H: -1.386 6.579 5.219
C: 3.242 -1.681 0.419
C: 1.471 0.846 8.787
H: -1.320 -3.129 -1.333
H: -2.595 -3.493 7.261
C: 3.260 0.754 0.374
H: 3.281 -3.182 2.729
H: 1.485 -2.646 1.088
H: 2.296 3.527 2.219
C: 5.223 -0.491 -0.227
C: -1.397 -0.444 3.649
H: -0.647 7.230 3.762
H: 1.745 -3.207 -1.317
H: -0.211 -3.666 6.692
H: -2.788 3.119 -1.144
H: 3.752 3.484 -0.406
H: -2.066 0.416 3.606
C: -1.840 2.807 -0.705
C: 0.444 1.632 8.496
N: -0.836 -0.435 1.137
C: -0.471 7.002 4.810
H: -4.634 1.672 -0.305
H: -1.097 -2.652 1.101
H: -1.227 -4.628 -0.401
H: 2.683 5.744 4.670
C: 0.417 2.726 7.520
H: 2.142 7.400 4.427
H: 5.061 -2.621 -0.159
C: -0.472 -0.438 2.501
C: 2.603 -0.455 0.615
H: -0.236 7.918 5.347
H: -0.771 3.987 8.766
C: -4.132 -1.655 -0.062
H: 6.256 -0.505 -0.533
C: -2.837 0.768 0.386